[1]
DFT (ωB97M-V/def2-TZVPD) results for a cluster of 2 separate species, C3H8NO2 in total in a non-equilibrium geometry.

Its HOMO-LUMO gap is 8.93 eV. Its HOMO energy is -14.45 eV. The relative energy (zero: lowest compared OMol25 entry of this formula, charge and spin) comes out at 512.79 kJ/mol. Its total energy is -8814.638 eV.

```
! RIJCOSX wB97M-V def2-TZVPD def2/J DEFGRID3
* xyz 1 1
C 2.21 -0.41 1.13
C 1.09 0.03 0.48
C -0.20 -0.08 1.12
N -1.45 -0.11 0.77
O -0.32 0.82 -2.45
O -1.63 0.28 -2.18
H 3.17 -0.30 0.76
H 2.20 -0.74 2.07
H -0.05 -0.47 2.22
H 1.15 0.30 -0.51
H -1.60 -0.70 -2.20
H -1.69 0.05 -0.19
H -2.19 -0.38 1.40
H -0.70 1.70 -2.42
*
```

These are the Mulliken partial charges, in e, on atoms 1 to 2: atom 1 (C): -0.81, atom 2 (C): -0.03

***

[2]
DFT (ωB97M-V/def2-TZVPD) results for a cluster of 2 separate species, C3H8NO2 in total in a non-equilibrium geometry.

Its HOMO-LUMO gap (alpha / beta) is 7.89 / 7.89 eV. Its HOMO energy (alpha / beta) is -11.83 / -11.84 eV. The relative energy (zero: lowest compared OMol25 entry of this formula, charge and spin) comes out at 460.04 kJ/mol. Its total energy is -8815.184 eV.

```
! RIJCOSX wB97M-V def2-TZVPD def2/J DEFGRID3
* xyz 1 1
C 0.11 0.73 -0.01
C -0.79 -0.53 0.05
C 2.59 0.49 -0.57
N -2.23 -0.06 0.30
O -0.49 1.76 0.18
O 3.02 -0.13 0.53
H -0.29 -1.07 0.78
H -0.82 -0.94 -0.97
H 2.26 -0.27 -1.26
H 2.77 1.57 -0.64
H -2.75 -0.77 0.80
H -2.72 0.16 -0.60
H -1.96 0.84 0.80
H 3.58 0.44 1.05
*
```

These are the Mulliken partial charges, in e, on atoms 1 to 2: atom 1 (C): 0.20, atom 2 (C): -0.64

***

[3]
DFT (ωB97M-V/def2-TZVPD) results for a cluster of 2 separate species, C3H8NO2 in total in a non-equilibrium geometry.

Its HOMO-LUMO gap is 9.77 eV. Its HOMO energy is -15.05 eV. The relative energy (zero: lowest compared OMol25 entry of this formula, charge and spin) comes out at 317.72 kJ/mol. Its total energy is -8816.659 eV.

```
! RIJCOSX wB97M-V def2-TZVPD def2/J DEFGRID3
* xyz 1 1
C 0.17 0.59 1.68
C -0.27 0.03 0.29
C 0.80 -0.81 -0.22
N 1.13 -1.89 0.44
O -0.83 -0.32 1.53
O -1.31 1.64 -2.43
H 1.11 0.27 2.02
H -0.01 1.66 1.93
H 1.12 -0.46 -1.19
H -0.94 0.68 -0.21
H 0.54 -2.28 1.19
H -1.40 1.11 -3.17
H 2.00 -2.39 0.30
H -2.11 2.16 -2.15
*
```

These are the Mulliken partial charges, in e, on atoms 1 to 2: atom 1 (C): -0.26, atom 2 (C): -0.01

***

[4]
DFT (ωB97M-V/def2-TZVPD) results for a cluster of 2 separate species, C3H8NO2S in total in a non-equilibrium geometry.

Its HOMO-LUMO gap is 5.90 eV. Its HOMO energy is -2.68 eV. The relative energy (zero: lowest compared OMol25 entry of this formula, charge and spin) comes out at 257.61 kJ/mol. Its total energy is -19661.150 eV.

```
! RIJCOSX wB97M-V def2-TZVPD def2/J DEFGRID3
* xyz -1 1
O 1.64 3.38 1.87
C 1.44 2.23 1.82
N 1.59 1.60 0.59
C 1.01 0.22 0.31
C 0.43 0.20 -1.08
S -1.01 1.43 -1.36
H 1.13 1.55 2.72
H 1.73 2.24 -0.25
H 0.20 -0.20 0.92
H 2.02 -0.46 0.36
H 0.22 -0.84 -1.25
H 1.10 0.67 -1.86
H -4.58 -3.98 -0.76
H -3.21 -3.70 -1.22
O -3.71 -4.35 -0.80
*
```

These are the Mulliken partial charges, in e, on atoms 1 to 2: atom 1 (O): -0.55, atom 2 (C): 0.10

***

[5]
DFT (ωB97M-V/def2-TZVPD) results for a cluster of 2 separate species, C3H8NO2S in total in a non-equilibrium geometry.

Its HOMO-LUMO gap is 6.89 eV. Its HOMO energy is -3.11 eV. The relative energy (zero: lowest compared OMol25 entry of this formula, charge and spin) comes out at 128.07 kJ/mol. Its total energy is -19662.493 eV.

```
! RIJCOSX wB97M-V def2-TZVPD def2/J DEFGRID3
* xyz -1 1
C -0.78 1.73 0.17
C 0.67 1.52 -0.05
S 1.31 -0.17 0.58
C -1.58 0.60 -0.64
N -1.56 -0.71 -0.24
O -2.30 1.02 -1.55
H -1.16 2.69 -0.16
H -0.90 1.52 1.19
H 1.16 2.39 0.49
H 1.01 1.44 -1.13
H -1.77 -1.45 -0.91
H -0.85 -1.08 0.42
H 2.94 -2.92 0.92
H 1.56 -3.05 0.21
O 2.24 -3.53 0.69
*
```

These are the Mulliken partial charges, in e, on atoms 1 to 2: atom 1 (C): -0.61, atom 2 (C): -0.56

***

[6]
DFT (ωB97M-V/def2-TZVPD) results for a cluster of 2 separate species, C3H8NO2S in total in a non-equilibrium geometry.

Its HOMO-LUMO gap (alpha / beta) is 5.16 / 7.35 eV. Its HOMO energy (alpha / beta) is -9.81 / -13.11 eV. The relative energy (zero: lowest compared OMol25 entry of this formula, charge and spin) comes out at 74.76 kJ/mol. Its total energy is -19648.641 eV.

```
! RIJCOSX wB97M-V def2-TZVPD def2/J DEFGRID3
* xyz 1 3
C 0.38 -0.39 -0.31
C 2.96 -0.05 0.46
C -2.22 0.01 -0.30
N -2.20 1.32 -0.30
O 0.99 -1.38 -0.85
O -2.26 -0.63 0.86
S 1.26 0.60 0.74
H 2.71 -1.04 0.15
H 3.37 -0.29 1.38
H 3.58 0.56 -0.14
H -2.33 -0.51 -1.23
H -2.32 1.69 -1.18
H -2.32 1.88 0.55
H 0.28 -1.80 -1.37
H -1.88 0.04 1.55
*
```

These are the Mulliken partial charges, in e, on atoms 1 to 2: atom 1 (C): 0.20, atom 2 (C): -0.86

***

[7]
DFT (ωB97M-V/def2-TZVPD) results for a cluster of 2 separate species, C3H8NO3 in total in a non-equilibrium geometry.

Its HOMO-LUMO gap is 8.37 eV. Its HOMO energy is -4.38 eV. The relative energy (zero: lowest compared OMol25 entry of this formula, charge and spin) comes out at 63.74 kJ/mol. Its total energy is -10875.127 eV.

```
! RIJCOSX wB97M-V def2-TZVPD def2/J DEFGRID3
* xyz -1 1
C -0.25 -0.22 -1.60
C 0.35 0.02 -0.22
C -0.07 1.36 0.44
O -0.99 2.00 -0.10
O 0.56 1.64 1.49
N -0.13 -1.58 -2.08
H -1.26 0.18 -1.57
H 0.28 0.46 -2.29
H -0.03 -0.77 0.45
H 1.45 -0.04 -0.28
H -0.26 -2.31 -1.41
H 0.53 -1.75 -2.82
H 0.64 0.39 3.04
H -0.80 0.50 3.26
O -0.02 0.14 3.71
*
```

These are the Mulliken partial charges, in e, on atoms 1 to 2: atom 1 (C): -0.29, atom 2 (C): -0.36

***

[8]
DFT (ωB97M-V/def2-TZVPD) results for a cluster of 2 separate species, C3H8NO3 in total in a non-equilibrium geometry.

Its HOMO-LUMO gap is 8.62 eV. Its HOMO energy is -4.54 eV. The relative energy (zero: lowest compared OMol25 entry of this formula, charge and spin) comes out at 93.59 kJ/mol. Its total energy is -10874.818 eV.

```
! RIJCOSX wB97M-V def2-TZVPD def2/J DEFGRID3
* xyz -1 1
C 0.86 -0.17 -1.43
C -0.54 -0.17 -0.72
C -0.63 0.97 0.24
O -0.68 2.08 -0.17
O -0.68 0.64 1.47
N 1.13 -1.26 -2.33
H 0.96 0.84 -1.96
H 1.69 -0.15 -0.78
H -1.10 -0.08 -1.62
H -0.76 -1.08 -0.21
H 0.75 -1.28 -3.23
H 0.73 -2.13 -1.91
H -0.19 -0.62 2.24
H 1.01 -1.00 3.11
O 0.23 -1.40 2.72
*
```

These are the Mulliken partial charges, in e, on atoms 1 to 2: atom 1 (C): -0.52, atom 2 (C): -0.56

***

[9]
DFT (ωB97M-V/def2-TZVPD) results for the molecule C3H8NO3P in a non-equilibrium geometry.

As for the structure (SMILES): CNC[P@@](=O)(O)C=O. Its HOMO-LUMO gap is 9.41 eV. Its HOMO energy is -9.31 eV. The relative energy (zero: lowest compared OMol25 entry of this formula, charge and spin) comes out at 174.17 kJ/mol. Its total energy is -20161.628 eV.

```
! RIJCOSX wB97M-V def2-TZVPD def2/J DEFGRID3
* xyz 0 1
C -2.81 0.78 0.05
C 2.57 0.02 -0.05
C 0.16 0.33 -0.45
N 1.16 -0.45 0.19
O -1.26 -1.13 1.34
O -2.52 1.92 0.01
O -1.64 -1.63 -1.03
P -1.47 -0.53 -0.12
H -3.84 0.51 0.23
H 2.85 0.04 -1.20
H 2.61 0.92 0.48
H 3.36 -0.58 0.28
H 0.36 0.42 -1.50
H 0.25 1.30 -0.17
H -0.75 -0.55 2.01
H 0.97 -1.38 -0.07
*
```

These are the Mulliken partial charges, in e, on atoms 1 to 2: atom 1 (C): -0.05, atom 2 (C): -0.89

***

[10]
DFT (ωB97M-V/def2-TZVPD) results for a cluster of 2 separate species, C3H8NO4 in total in a non-equilibrium geometry.

Its HOMO-LUMO gap is 8.73 eV. Its HOMO energy is -4.78 eV. The relative energy (zero: lowest compared OMol25 entry of this formula, charge and spin) comes out at 23.87 kJ/mol. Its total energy is -12922.978 eV.

```
! RIJCOSX wB97M-V def2-TZVPD def2/J DEFGRID3
* xyz -1 1
C 1.21 1.56 -0.46
C -0.26 1.98 -0.77
O -0.95 0.96 -1.51
N 1.44 0.13 -0.37
C 0.64 -0.52 0.66
O 0.65 -1.77 0.58
O 0.04 0.21 1.48
H 1.48 1.94 0.53
H 1.79 1.95 -1.29
H -0.85 2.18 0.12
H -0.25 2.82 -1.47
H -1.25 0.28 -0.90
H 1.16 -0.35 -1.22
H -0.99 -2.26 0.23
H -2.20 -1.79 1.14
O -1.95 -2.35 0.40
*
```

These are the Mulliken partial charges, in e, on atoms 1 to 2: atom 1 (C): -0.43, atom 2 (C): -0.36